[1]
The following is a quantum chemistry calculation of an isolated ion of composition C12H14NO and charge +1 at a distorted geometry, from OMol25.

XYZ file:
```
28
Properties=species:S:1:pos:R:3:nbo_charge:R:1
C 1.675 -4.352 1.006 -0.281
C 1.722 -3.225 1.795 -0.038
C 1.313 -3.986 -0.290 0.020
C 1.378 -0.820 1.573 0.072
C 1.396 -2.061 1.017 -0.044
C 0.754 -2.006 -1.482 0.917
C 1.139 -2.577 -0.339 -0.421
C 1.171 0.550 1.070 -0.489
C 1.002 0.817 -0.427 -0.240
C -1.280 1.244 -1.030 0.376
C -1.297 2.694 -0.627 -0.711
C -2.537 0.718 -1.632 -0.659
N -0.297 0.458 -0.919 -0.517
O 0.461 -1.687 -2.534 -0.297
H 1.875 -5.360 1.318 0.259
H 1.977 -3.192 2.838 0.243
H 1.178 -4.646 -1.128 0.251
H 1.579 -0.821 2.640 0.223
H 0.311 0.960 1.614 0.263
H 2.032 1.129 1.426 0.266
H 1.221 1.877 -0.606 0.208
H 1.738 0.231 -0.986 0.187
H -2.303 3.097 -0.701 0.241
H -0.645 3.267 -1.288 0.246
H -0.936 2.824 0.391 0.227
H -2.828 1.356 -2.464 0.236
H -3.343 0.745 -0.898 0.235
H -2.405 -0.301 -1.984 0.228
```

Output
HOMO-LUMO gap (alpha / beta): 0.262 / 0.262 Eh
LUMO energy (alpha / beta): -5.42 / -5.42 eV
Spin multiplicity: 1
Energy relative to the best compared isomer or geometry (same formula, charge and spin): 0.0 kJ/mol
Net charge: +1

---

[2]
The following is a quantum chemistry calculation of a 2-piece molecular cluster, C12H14NO2 overall at a distorted geometry, from OMol25.

XYZ file:
```
29
Properties=species:S:1:pos:R:3:nbo_charge:R:1
C -2.811 -0.156 -3.400 -0.631
C -1.066 -0.349 -0.010 0.141
C -1.667 -1.015 -1.175 -0.104
C -2.177 0.032 -2.044 -0.098
C -1.783 1.243 -1.467 -0.032
C -0.443 -1.103 0.960 -0.198
C -0.512 -2.480 0.795 -0.242
C -1.104 -3.144 -0.297 -0.247
C -1.510 -2.360 -1.383 -0.218
N -1.356 0.995 -0.188 -0.525
H 0.117 -0.594 1.779 0.263
H 0.013 -3.104 1.495 0.200
H -0.794 1.703 0.258 0.447
H -1.153 -4.237 -0.365 0.196
H -2.129 2.192 -1.874 0.202
H -1.670 -2.993 -2.259 0.202
H -3.469 0.671 -3.669 0.206
H -3.510 -0.968 -3.417 0.210
H -2.000 -0.272 -4.117 0.211
C 3.096 1.149 2.476 -0.534
C 3.760 2.002 1.364 -0.624
C 1.528 1.483 2.538 0.777
O 1.138 2.232 1.620 -0.808
O 0.930 0.998 3.511 -0.774
H 3.257 0.044 2.302 0.190
H 3.619 1.297 3.433 0.194
H 4.045 3.002 1.725 0.188
H 3.086 2.258 0.574 0.235
H 4.568 1.472 0.837 0.174
```

Output
HOMO-LUMO gap: 0.280 Eh
LUMO energy: 3.17 eV
Spin multiplicity: 1
Energy relative to the best compared isomer or geometry (same formula, charge and spin): 106.5 kJ/mol
Net charge: -1

---

[3]
The following is a quantum chemistry calculation of one molecule with the formula C12H14O at a distorted geometry, from OMol25.

XYZ file:
```
27
Properties=species:S:1:pos:R:3:nbo_charge:R:1
C 2.713 -2.266 0.078 -0.168
C 1.457 -2.488 -0.366 -0.222
C 3.060 -0.988 0.549 -0.217
C 0.450 -1.505 -0.274 -0.119
C 2.072 -0.059 0.713 -0.148
C 0.744 -0.302 0.383 -0.218
C -2.537 -1.469 0.722 0.276
C -2.379 -0.669 -0.398 -0.401
C -1.445 0.497 -0.386 -0.319
C -0.253 0.650 0.601 0.377
C -0.955 0.919 -1.824 -0.606
C -0.326 1.696 1.522 -0.714
O -3.443 -2.318 0.856 -0.621
H 3.562 -2.992 -0.059 0.227
H 1.115 -3.414 -0.906 0.231
H 4.073 -0.696 0.940 0.226
H -0.670 -1.743 -0.470 0.274
H 2.346 0.812 1.248 0.204
H -1.841 -1.202 1.569 0.078
H -2.675 -1.192 -1.368 0.219
H -2.199 1.345 0.018 0.213
H 0.038 0.508 -2.080 0.210
H -0.755 2.077 -1.799 0.219
H -1.597 0.374 -2.483 0.238
H 0.669 1.942 1.853 0.232
H -0.666 1.308 2.450 0.283
H -0.897 2.497 1.270 0.245
```

Output
HOMO-LUMO gap (alpha / beta): 0.178 / 0.145 Eh
LUMO energy (alpha / beta): -1.86 / -2.30 eV
Spin multiplicity: 1
Energy relative to the best compared isomer or geometry (same formula, charge and spin): 455.2 kJ/mol
Net charge: 0

---

[4]
The following is a quantum chemistry calculation of one molecule with the formula C12H14O at a distorted geometry, from OMol25.

XYZ file:
```
27
Properties=species:S:1:pos:R:3:nbo_charge:R:1
C 0.602 -2.697 -0.923 -0.228
C 0.725 -1.457 -1.428 -0.187
C 0.439 -2.992 0.451 -0.211
C 0.525 -0.233 -0.665 -0.375
C 0.511 -1.876 1.265 -0.245
C 0.671 -0.585 0.779 0.089
C -2.170 -0.950 -2.225 -0.375
C -2.131 -0.077 -1.233 -0.312
C 0.930 0.599 1.770 -0.456
C -0.112 1.753 1.292 0.115
C -1.019 0.293 -0.466 0.383
C 0.522 2.902 0.545 -0.650
O -1.155 1.084 0.670 -0.509
H 0.700 -3.488 -1.595 0.208
H 1.216 -1.118 -2.334 0.213
H 0.585 -3.943 0.882 0.211
H 0.931 0.647 -1.093 0.228
H 0.527 -2.098 2.283 0.206
H -3.009 -0.934 -2.873 0.196
H -1.313 -1.465 -2.455 0.197
H -3.024 0.533 -0.980 0.221
H 2.004 0.934 1.769 0.216
H 0.807 0.245 2.793 0.218
H -0.540 2.197 2.289 0.196
H 0.901 3.721 1.115 0.226
H -0.124 3.265 -0.248 0.227
H 1.354 2.480 0.014 0.200
```

Output
HOMO-LUMO gap (alpha / beta): 0.236 / 0.264 Eh
LUMO energy (alpha / beta): -0.27 / 0.44 eV
Spin multiplicity: 1
Energy relative to the best compared isomer or geometry (same formula, charge and spin): 387.3 kJ/mol
Net charge: 0

---

[5]
The following is a quantum chemistry calculation of one molecule with the formula C12H14O3 at a distorted geometry, from OMol25.

XYZ file:
```
29
Properties=species:S:1:pos:R:3:nbo_charge:R:1
C 2.814 -1.761 -0.660 -0.214
C 3.512 -1.030 0.265 -0.192
C 1.423 -1.496 -0.928 -0.165
C 3.066 0.204 0.584 -0.259
C 0.913 -0.362 -0.355 -0.150
C 1.779 0.556 0.309 0.327
C -0.394 0.336 -0.570 0.239
C -0.090 1.891 0.127 0.521
C -1.041 2.575 1.081 -0.654
C -2.157 -1.465 -1.193 -0.613
C -1.973 -0.700 1.237 -0.596
C -1.809 -0.269 -0.257 -0.226
O 1.218 1.804 0.551 -0.489
O -0.525 1.181 -1.792 -0.275
O -0.229 2.399 -1.211 -0.271
H 3.343 -2.564 -1.060 0.210
H 4.559 -1.228 0.374 0.217
H 0.845 -2.054 -1.625 0.221
H 3.739 0.990 1.061 0.229
H -0.806 3.600 1.057 0.234
H -0.822 2.192 1.996 0.218
H -2.074 2.462 0.908 0.227
H -1.393 -2.227 -1.225 0.202
H -2.240 -1.070 -2.267 0.222
H -3.027 -1.949 -0.766 0.214
H -1.747 0.152 1.700 0.195
H -1.351 -1.628 1.546 0.211
H -3.047 -1.025 1.453 0.211
H -2.485 0.487 -0.341 0.205
```

Output
SMILES: CC(C)[C@@]12OO[C@]1(C)Oc1ccccc12
HOMO-LUMO gap: 0.351 Eh
LUMO energy: 0.82 eV
Spin multiplicity: 1
Energy relative to the best compared isomer or geometry (same formula, charge and spin): 531.8 kJ/mol
Net charge: 0

---

[6]
The following is a quantum chemistry calculation of C12H15AlINO7P as an isolated structure at a distorted geometry, from OMol25.

XYZ file:
```
38
Properties=species:S:1:pos:R:3:nbo_charge:R:1
N 3.505 -1.214 0.894 -1.363
P 4.087 -0.841 -0.567 0.658
Al 3.078 0.989 -1.623 1.701
O 4.131 1.355 -3.117 -1.189
C 3.256 2.616 -0.402 -1.085
C 2.134 2.816 0.655 0.469
O 1.507 3.846 0.631 -0.567
I 1.615 1.418 2.224 0.026
O 1.369 0.677 -2.276 -0.885
C 0.584 -0.029 -1.429 0.779
O 0.838 -1.131 -0.984 -0.604
C -0.786 0.646 -1.063 -0.137
C -1.404 0.464 0.244 -0.188
C -2.666 1.154 0.540 -0.228
C -3.331 2.021 -0.429 -0.226
C -2.727 2.169 -1.761 -0.234
C -1.461 1.486 -2.072 -0.198
H 4.287 -1.097 1.551 0.338
H 4.044 -1.947 -1.484 -0.082
H 5.472 -0.475 -0.379 -0.060
H 4.046 2.322 -3.206 0.451
H 3.316 3.556 -1.023 0.239
H 4.242 2.526 0.142 0.249
H -0.882 -0.200 0.962 0.251
H -3.079 1.005 1.572 0.232
H -4.266 2.533 -0.117 0.213
H -3.244 2.811 -2.511 0.208
H -1.048 1.643 -3.099 0.229
C -2.953 -3.964 1.428 -0.100
C -1.693 -3.192 1.700 -0.106
O -2.179 -1.883 1.981 -0.479
C -3.464 -2.008 2.402 0.971
O -4.108 -1.124 2.873 -0.582
O -3.922 -3.277 2.215 -0.495
H -2.876 -5.008 1.730 0.195
H -3.254 -3.919 0.379 0.185
H -1.153 -3.564 2.574 0.183
H -1.016 -3.179 0.845 0.231
```

Output
HOMO-LUMO gap: 0.248 Eh
LUMO energy: 2.56 eV
Spin multiplicity: 1
Net charge: -1

---

[7]
The following is a quantum chemistry calculation of C12H15BCl2MoN6O2 as an isolated structure at a distorted geometry, from OMol25.

XYZ file:
```
39
Properties=species:S:1:pos:R:3:mulliken_spin:R:1
H -1.947 -2.788 -0.597 -0.001
N -1.935 -0.683 -0.719 -0.038
B -2.488 1.762 -1.084 0.014
N -2.835 0.247 -1.129 0.003
C -3.974 -0.370 -1.539 -0.006
Mo 0.000 0.000 0.000 1.360
H -4.816 0.216 -1.905 0.000
C -3.804 -1.747 -1.389 -0.003
H -4.520 -2.533 -1.623 0.000
C -2.502 -1.891 -0.869 0.010
H -3.420 2.417 -1.489 0.000
C 1.824 0.697 0.675 -0.024
H 2.495 -0.120 0.987 0.008
H 1.659 1.372 1.533 0.007
H 2.313 1.272 -0.132 0.014
N -1.233 2.009 -1.965 0.002
N -2.155 2.150 0.383 0.007
N -0.066 1.367 -1.698 -0.039
N -1.145 1.533 1.047 0.011
C -1.079 2.801 -3.057 0.004
C -2.752 3.057 1.200 -0.024
H -1.913 3.397 -3.427 0.000
H -3.590 3.654 0.840 0.000
C 0.232 2.667 -3.513 -0.004
C -2.104 3.026 2.435 -0.008
C 0.828 1.752 -2.623 0.011
C -1.101 2.047 2.287 0.007
H 0.690 3.161 -4.369 0.000
H -2.329 3.624 3.317 0.001
H 1.841 1.350 -2.600 -0.002
H -0.359 1.687 2.999 0.002
H 0.811 -1.112 -0.748 0.029
Cl 0.698 -3.860 -0.338 0.192
C 1.745 -3.092 0.876 -0.012
Cl 3.115 -2.305 0.052 0.287
C 0.909 -2.303 1.879 0.027
O 0.848 -2.801 3.093 0.058
O 0.077 -1.298 1.602 0.054
H 2.226 -3.925 1.432 0.051
```

Output
<S²>: 2.03
HOMO-LUMO gap (alpha / beta): 0.203 / 0.116 Eh
LUMO energy (alpha / beta): -10.48 / -12.88 eV
Spin multiplicity: 3
Energy relative to the best compared isomer or geometry (same formula, charge and spin): 453.4 kJ/mol
Net charge: +2

---

[8]
The following is a quantum chemistry calculation of C12H15Be2K2N3O12S3 as an isolated structure at a distorted geometry, from OMol25.

XYZ file:
```
49
Properties=species:S:1:pos:R:3:nbo_charge:R:1
K -1.799 -0.856 -2.485 0.987
K -4.768 1.642 0.739 0.975
Be 0.155 2.827 2.390 1.396
Be -1.723 3.156 -1.203 1.528
S -0.904 0.618 0.396 2.646
O -0.093 1.675 -0.093 -1.153
O -0.843 0.662 1.845 -1.073
O -2.252 0.972 -0.069 -1.119
O -0.407 -0.653 -0.090 -1.086
S -2.595 4.280 2.269 2.576
O -1.786 4.097 3.455 -0.963
O -3.046 5.671 2.196 -0.888
O -1.772 3.817 1.149 -1.174
O -3.816 3.492 2.464 -0.997
S -4.560 4.264 -1.508 2.560
O -5.178 4.629 -2.806 -0.992
O -4.063 2.882 -1.472 -1.163
O -3.398 5.103 -1.269 -1.019
O -5.605 4.407 -0.476 -0.999
N -0.309 -2.091 2.726 -0.525
C 0.127 -2.116 4.040 -0.086
C 0.290 -3.439 4.412 -0.301
C -0.135 -4.254 3.362 -0.303
C -0.383 -3.407 2.338 -0.065
H -0.330 -1.306 2.091 0.433
H 0.183 -1.223 4.645 0.204
H 0.587 -3.688 5.420 0.219
H -0.182 -5.333 3.380 0.224
H -0.694 -3.643 1.331 0.188
N 1.119 -2.939 -1.008 -0.540
C 1.060 -4.217 -1.512 -0.093
C 2.332 -4.618 -1.836 -0.304
C 3.203 -3.602 -1.518 -0.286
C 2.463 -2.519 -1.029 -0.083
H 0.397 -2.335 -0.640 0.429
H 0.156 -4.782 -1.688 0.203
H 2.550 -5.587 -2.260 0.223
H 4.234 -3.561 -1.835 0.222
H 2.801 -1.528 -0.765 0.221
N 2.083 1.188 -1.762 -0.519
C 2.042 0.692 -3.007 -0.093
C 3.231 1.048 -3.640 -0.286
C 3.963 1.843 -2.735 -0.296
C 3.216 1.929 -1.546 -0.095
H 1.345 1.197 -1.072 0.433
H 1.232 0.028 -3.273 0.175
H 3.561 0.737 -4.620 0.227
H 4.925 2.331 -2.781 0.228
H 3.383 2.508 -0.650 0.205
```

Output
HOMO-LUMO gap: 0.097 Eh
LUMO energy: -5.25 eV
Spin multiplicity: 1
Net charge: 0